# 1
This record from the OMol25 dataset describes C3H5InLiO3 as an isolated structure at a distorted geometry. The level of theory is the ωB97M-V functional and the def2-TZVPD basis.

Energy above the lowest of the compared OMol25 structures with the same formula, charge and spin (kcal/mol): 101.82
Kohn-Sham gap (spin up / spin down) (Ha): 0.345 / 0.210
⟨S²⟩: 0.759

Structure (ORCA input):
```
! RIJCOSX wB97M-V def2-TZVPD def2/J DEFGRID3
* xyz 2 2
In -1.58205 1.25546 -1.65090
O -0.77519 -0.12624 -0.43692
O -0.76785 2.16496 -0.04548
O 0.53270 0.60300 1.23398
C 0.06100 -1.20333 -0.09423
C -0.64426 1.09173 0.68783
C 1.22132 -0.41373 0.50262
Li -0.35415 -0.06573 -2.39758
H 1.84939 0.05109 -0.27055
H -1.23015 1.25375 1.61859
H 1.82068 -1.00752 1.20055
H 0.33915 -1.77605 -0.98616
H -0.47059 -1.82739 0.63826
*
```

***

# 2
This record from the OMol25 dataset describes C3H5KO4 as an isolated structure at a distorted geometry. The level of theory is the ωB97M-V functional and the def2-TZVPD basis.

Energy above the lowest of the compared OMol25 structures with the same formula, charge and spin (kcal/mol): 0.00
Kohn-Sham gap (Ha): 0.311

Structure (ORCA input):
```
! RIJCOSX wB97M-V def2-TZVPD def2/J DEFGRID3
* xyz 0 1
K -0.26665 1.52191 1.28134
O -0.85792 -0.89134 0.48736
O -0.30290 0.58289 -1.10086
O 1.83064 -0.04830 -1.86778
O 1.62153 1.50578 -0.24701
C -0.85712 -0.66635 -0.91953
C -1.39739 -2.13632 0.88252
C 1.24826 0.68774 -1.09495
H -1.18527 -2.26116 1.95006
H -2.48751 -2.16412 0.72282
H -0.92940 -2.95978 0.31984
H -0.26514 -1.45646 -1.41531
H -1.89350 -0.67401 -1.29964
*
```

***

# 3
This record from the OMol25 dataset describes C3H5Li2O as an isolated structure at a distorted geometry. The level of theory is the ωB97M-V functional and the def2-TZVPD basis.

Energy above the lowest of the compared OMol25 structures with the same formula, charge and spin (kcal/mol): 0.00
Kohn-Sham gap (Ha): 0.262

Structure (ORCA input):
```
! RIJCOSX wB97M-V def2-TZVPD def2/J DEFGRID3
* xyz 1 1
O -0.71118 2.50615 0.57888
C 0.74600 -1.75904 -0.65631
C -0.08910 -1.43396 0.34926
C -0.55824 1.71927 -0.39348
Li -0.85335 2.71744 2.34614
Li 1.26789 0.65400 -0.28485
H 0.44774 -1.73381 -1.70731
H -1.13293 -1.19698 0.13069
H 0.18465 -1.47271 1.40641
H -1.05214 2.13634 -1.32178
H 1.75066 -2.13669 -0.44764
*
```

***

# 4
This record from the OMol25 dataset describes C3H5LiORb as an isolated structure at a distorted geometry. The level of theory is the ωB97M-V functional and the def2-TZVPD basis.

Energy above the lowest of the compared OMol25 structures with the same formula, charge and spin (kcal/mol): 2.86
Kohn-Sham gap (Ha): 0.212

Structure (ORCA input):
```
! RIJCOSX wB97M-V def2-TZVPD def2/J DEFGRID3
* xyz 1 1
Rb 2.86228 1.05065 -0.49773
O -0.30691 -0.35713 -0.38601
C -4.47628 0.64320 0.46288
C -1.32618 0.08640 0.16267
C -4.95861 -0.78842 0.41655
Li -2.68507 -0.84508 1.06983
H -4.97191 -1.36462 -0.50942
H -1.32845 1.11350 0.56770
H -4.46756 1.23974 1.37600
H -5.35720 -1.28717 1.30107
H -4.17299 1.14905 -0.45389
*
```

***

# 5
This record from the OMol25 dataset describes C3H5LuO2 as an isolated structure at a distorted geometry. The level of theory is the ωB97M-V functional and the def2-TZVPD basis.

Kohn-Sham gap (Ha): 0.260

Structure (ORCA input):
```
! RIJCOSX wB97M-V def2-TZVPD def2/J DEFGRID3
* xyz 2 1
Lu 0.40805 0.19506 -1.10516
O 2.29128 0.09724 -0.19896
O -3.32829 -0.87238 0.33643
C 3.22436 -0.75058 0.37849
C -2.54918 -0.04688 0.27911
C -1.59360 0.91102 0.16601
H -1.12768 1.15673 1.16068
H 3.76017 -0.24010 1.20117
H -1.96264 1.77277 -0.41020
H 2.76462 -1.66210 0.80560
H 3.99775 -1.07689 -0.34314
*
```

***

# 6
This record from the OMol25 dataset describes C3H5LuO4 as an isolated structure at a distorted geometry. The level of theory is the ωB97M-V functional and the def2-TZVPD basis.

Energy above the lowest of the compared OMol25 structures with the same formula, charge and spin (kcal/mol): 10.55
Kohn-Sham gap (Ha): 0.281

Structure (ORCA input):
```
! RIJCOSX wB97M-V def2-TZVPD def2/J DEFGRID3
* xyz 2 1
Lu -2.32949 -1.00083 -2.38046
O 0.47860 -1.38770 1.16401
O -0.18841 0.50758 0.33305
O -1.08522 -1.38685 -0.40650
O -3.18464 0.61498 -3.29303
C 1.51575 -0.46293 1.56437
C 1.12560 0.83372 0.84009
C -0.37917 -0.78167 0.39431
H 1.50869 -0.37859 2.65410
H 0.96204 1.79307 1.40295
H 1.86861 1.10635 0.08529
H 2.46729 -0.88009 1.22027
H -2.75965 1.42297 -3.57843
*
```

***

# 7
This record from the OMol25 dataset describes C3H5MgO4 as an isolated structure at a distorted geometry. The level of theory is the ωB97M-V functional and the def2-TZVPD basis.

Energy above the lowest of the compared OMol25 structures with the same formula, charge and spin (kcal/mol): 39.79
Kohn-Sham gap (Ha): 0.196

Structure (ORCA input):
```
! RIJCOSX wB97M-V def2-TZVPD def2/J DEFGRID3
* xyz -1 1
Mg 3.81805 0.32032 0.29867
O 0.91247 -1.73524 -0.55724
O -0.16632 -0.63803 1.17571
O 0.20748 0.37582 -1.17387
O 2.01778 -0.32267 0.83004
C 0.92726 -0.75246 0.32686
C -0.83279 0.97993 -0.43856
C -1.31216 -0.04396 0.57826
H -0.43943 1.86209 0.09787
H -1.90446 -0.82605 0.07588
H 0.29641 -0.90713 -1.47364
H -1.88058 0.43244 1.38591
H -1.64370 1.25496 -1.12587
*
```

***

# 8
This record from the OMol25 dataset describes a 2-piece molecular cluster, C3H5N overall at a distorted geometry. The level of theory is the ωB97M-V functional and the def2-TZVPD basis.

Energy above the lowest of the compared OMol25 structures with the same formula, charge and spin (kcal/mol): 97.82
Kohn-Sham gap (spin up / spin down) (Ha): 0.368 / 0.268

Structure (ORCA input):
```
! RIJCOSX wB97M-V def2-TZVPD def2/J DEFGRID3
* xyz 0 1
N -0.74919 1.90629 0.47555
C -0.25708 -1.89496 1.46435
C 0.53363 1.40209 -1.66530
C -0.01392 1.69633 -0.39542
H 0.02644 -2.33403 0.55376
H -0.17543 0.92848 -2.22057
H 0.39191 -1.29063 2.01925
H 1.43269 1.83780 -2.10602
H -1.18905 -2.25136 1.87440
*
```